Model w:
The ion C4H10N3S with charge +1, computed with the ωB97M-V functional and the def2-TZVPD basis.

SMILES: C[N@H+]1C=CN(N)[C@@H]1S
charge: +1
molar mass: 132.21 g/mol
2S+1: 1
HOMO-LUMO gap: 9.70 eV

```
18
C4H10N3S (the ωB97M-V functional and the def2-TZVPD basis)
S 2.3961 0.9766 0.0683
N 0.7215 -1.1339 0.0724
N 1.0216 -2.2186 -0.7264
N -0.4092 1.1092 0.2467
C -0.8762 0.2195 1.2602
C -1.3899 1.4953 -0.8238
C 0.9639 0.1713 -0.4613
C -0.3813 -1.0095 0.9815
H -1.8302 0.5355 -1.2229
H -0.1368 1.9826 0.6266
H 1.2683 -3.0366 -0.0265
H 0.1432 -2.5332 -1.2829
H -0.7493 1.9333 -1.5978
H 0.8372 0.3850 -1.5951
H -2.0905 2.2158 -0.4031
H -0.6652 -1.8314 1.5264
H 2.4458 0.0882 1.1962
H -1.2690 0.6509 2.1615
```



Model x:
The ion C4H10N3S with charge +1, computed with the ωB97M-V functional and the def2-TZVPD basis.

charge: +1
molar mass: 132.21 g/mol
2S+1: 1
HOMO-LUMO gap: 9.26 eV

```
18
C4H10N3S (the ωB97M-V functional and the def2-TZVPD basis)
S -1.5437 -1.6696 0.7796
N -0.2686 0.4118 -0.4239
N -0.8007 -3.0243 1.4332
N 0.2125 0.4552 2.1997
C -0.1164 -0.6936 0.5218
C 0.1289 1.5724 1.6858
C 0.6210 0.2555 -1.5888
C -0.1061 1.7707 0.2120
H -1.2402 0.3595 -0.7447
H 0.5071 1.1005 -2.2649
H 0.8110 -1.2525 0.4973
H 0.2306 2.4788 2.2788
H -0.8822 -3.0520 2.4437
H -0.9951 2.3802 0.0379
H -1.1570 -3.8816 1.0243
H 0.3751 -0.6562 -2.1319
H 1.6556 0.2045 -1.2511
H 0.7610 2.2826 -0.2145
```



Energies relative to the minimum, kcal/mol: model w 12.7; model x 0.0



Model w:
The molecule C4H3N3O, computed with the ωB97M-V functional and the def2-TZVPD basis.

SMILES: N#Cc1cc(O)n[nH]1
molar mass: 109.09 g/mol
2S+1: 1
HOMO-LUMO gap: 10.38 eV

```
11
C4H3N3O (the ωB97M-V functional and the def2-TZVPD basis)
O -0.9353 2.2669 1.0297
N -1.4062 0.0025 0.5253
N -0.8021 -0.9857 -0.2063
N 2.3255 -1.9009 -1.8997
C 0.7299 0.3888 0.1694
C -0.5939 0.9419 0.7093
C 0.4231 -0.7128 -0.4908
C 1.4344 -1.4034 -1.2306
H 1.6575 0.9952 -0.1942
H -1.7105 2.3536 1.6187
H -1.1223 -1.9460 -0.0310
```



Model x:
The molecule C4H3N3O, computed with the ωB97M-V functional and the def2-TZVPD basis.

SMILES: O=c1ccnnnc1
molar mass: 109.09 g/mol
2S+1: 1
HOMO-LUMO gap: 7.70 eV

```
11
C4H3N3O (the ωB97M-V functional and the def2-TZVPD basis)
O -2.3526 -0.3528 -0.6740
N 1.7616 0.3886 -0.3462
N 0.9684 -1.4947 -0.0374
N 1.7266 -0.8084 -0.7525
C -0.6445 0.9653 -0.0549
C -1.1989 -0.2241 -0.2867
C 0.7464 1.1007 -0.0760
C -0.3629 -1.3833 0.2139
H -0.7898 -1.8633 1.2025
H -1.0820 1.7094 0.5407
H 1.2276 1.9627 0.2706
```



Energies relative to the minimum, kcal/mol: model w 0.0; model x 77.2



Model w:
The molecule C4H3N3O, computed with the ωB97M-V functional and the def2-TZVPD basis.

SMILES: O=c1cnnccn1
molar mass: 109.09 g/mol
2S+1: 1
HOMO-LUMO gap: 9.43 eV

```
11
C4H3N3O (the ωB97M-V functional and the def2-TZVPD basis)
O -0.2820 1.2193 1.7082
N 1.1617 0.6590 -0.2294
N -1.1324 -0.6437 -0.7923
N -0.3048 -1.7199 0.0021
C 0.3720 0.3377 0.9832
C 0.7504 0.7450 -1.3404
C 0.2614 -1.1485 1.0098
C -0.7633 0.3925 -1.3803
H 0.4960 -1.6543 1.8153
H -1.7205 1.1634 -1.8968
H 1.6866 0.7084 -2.0804
```



Model x:
A structure of composition C4H3N3O, computed with the ωB97M-V functional and the def2-TZVPD basis.

molar mass: 109.09 g/mol
2S+1: 1
HOMO-LUMO gap: 9.72 eV

```
11
C4H3N3O (the ωB97M-V functional and the def2-TZVPD basis)
O 0.6450 1.5837 -0.7562
N -1.1091 -1.0923 -0.1805
N 0.9751 0.2240 1.1238
N -0.3905 -1.7266 0.7635
C -0.5934 1.2366 -1.4538
C -0.5777 -0.0266 -0.6428
C 0.4751 0.4705 -0.0144
C 0.5848 -1.0289 1.4254
H -1.4346 1.9496 -1.4163
H -0.2847 1.2367 -2.6201
H 0.8976 -1.6017 2.2519
```



Energies relative to the minimum, kcal/mol: model w 52.7; model x 0.0



Model w:
The molecule C4H3N3O, computed with the ωB97M-V functional and the def2-TZVPD basis.

SMILES: [H]/N=c1\o[nH]cc1C#N
molar mass: 109.09 g/mol
2S+1: 1
HOMO-LUMO gap: 9.44 eV

```
11
C4H3N3O (the ωB97M-V functional and the def2-TZVPD basis)
O 1.0944 -1.1112 -0.3449
N 0.7838 -0.3482 -1.5287
N -2.3971 1.7553 1.2725
N 0.3358 -1.1322 1.8791
C -1.5520 1.1222 0.8086
C -0.1666 0.6076 -1.1422
C 0.3016 -0.6648 0.7098
C -0.5124 0.4243 0.1472
H 1.0198 -1.8841 1.9071
H 1.7044 -0.0432 -1.8437
H -0.6117 1.2743 -1.8647
```



Model x:
The molecule C4H3N3O, computed with the ωB97M-V functional and the def2-TZVPD basis.

SMILES: C#CC1=NN=CON1
molar mass: 109.09 g/mol
2S+1: 1
HOMO-LUMO gap: 8.66 eV

```
11
C4H3N3O (the ωB97M-V functional and the def2-TZVPD basis)
O -1.7664 -0.3600 -0.1543
N 0.4771 0.3626 1.0510
N -0.5788 0.0750 -0.9557
N -0.7505 0.6880 1.6680
C -1.7886 0.1020 1.1438
C 0.5872 0.1641 -0.1920
C 1.7526 -0.1209 -0.9795
C 2.7948 -0.6794 -1.4492
H -2.7355 -0.3717 1.7240
H 3.4731 -1.0485 -2.1889
H -0.7173 -0.3738 -1.7823
```



Energies relative to the minimum, kcal/mol: model w 0.0; model x 99.1



Model w:
A structure of composition C2H5N2, computed with the ωB97M-V functional and the def2-TZVPD basis.

charge: +1
molar mass: 57.08 g/mol
2S+1: 1
HOMO-LUMO gap: 12.42 eV

```
9
C2H5N2 (the ωB97M-V functional and the def2-TZVPD basis)
N -1.1074 -1.1341 2.1864
N 0.2775 0.4627 -0.9927
C 1.4592 0.7821 -1.3810
C -0.3995 -0.8778 1.3271
H -1.6552 -1.1066 3.0249
H 1.8186 1.4506 -2.1628
H -0.4641 0.6021 -1.6728
H 2.2340 0.4828 -0.7435
H 0.0725 -0.3331 0.1271
```



Model x:
The ion C2H5N2 with charge +1, computed with the ωB97M-V functional and the def2-TZVPD basis.

SMILES: C#[N+]NC
charge: +1
molar mass: 57.08 g/mol
2S+1: 1
HOMO-LUMO gap: 9.53 eV

```
9
C2H5N2 (the ωB97M-V functional and the def2-TZVPD basis)
N -0.1312 -0.1435 -0.5232
N -1.0441 0.0112 0.3762
C -2.1222 0.1532 0.8958
C 1.3078 0.0698 -0.3220
H -0.4829 -0.7308 -1.2034
H 1.9200 -0.9663 -0.3312
H 1.4923 0.6100 0.6440
H 1.7344 0.7124 -1.2334
H -2.6741 0.2839 1.6972
```



Model y:
A structure of composition C2H5N2, computed with the ωB97M-V functional and the def2-TZVPD basis.

charge: +1
molar mass: 57.08 g/mol
2S+1: 1
HOMO-LUMO gap (spin up / spin down): 7.73 / 10.21 eV

```
9
C2H5N2 (the ωB97M-V functional and the def2-TZVPD basis)
N 0.1560 -0.1968 0.8325
N -0.0065 0.8002 -0.8691
C 0.6569 0.8678 0.2806
C -0.6895 -0.4010 -0.4473
H -0.3733 -1.2216 -1.0375
H -0.3519 1.3530 -1.7094
H 1.2887 1.6241 0.5374
H -1.6289 -0.2151 -0.0149
H 1.7167 -1.4631 1.2125
```



Energies relative to the minimum, kcal/mol: model w 0.0; model x 40.4; model y 94.7



Model w:
A structure of composition C2H8N6, computed with the ωB97M-V functional and the def2-TZVPD basis.

molar mass: 116.13 g/mol
2S+1: 1
HOMO-LUMO gap: 9.28 eV

```
16
C2H8N6 (the ωB97M-V functional and the def2-TZVPD basis)
N -0.6893 -0.6948 -0.3198
N -1.3873 1.4841 0.3754
N 1.4860 -1.4704 0.4665
N -2.9920 -0.5104 -0.1064
N 1.5513 0.7220 -0.2136
N 2.9581 0.6212 -0.1996
C 0.6515 -0.5477 -0.0144
C -1.6085 0.0806 0.0296
H -0.5122 1.9025 0.3756
H 3.3419 0.2501 0.9791
H 3.3536 -0.2892 -0.7047
H 1.1396 1.5231 -1.0019
H -2.2351 1.7491 0.8818
H -3.6708 0.2078 -0.4631
H -3.1196 -1.3185 -0.6570
H 0.9576 -2.2836 0.4810
```



Model x:
A structure of composition C2H8N6, computed with the ωB97M-V functional and the def2-TZVPD basis.

molar mass: 116.13 g/mol
2S+1: 1
HOMO-LUMO gap: 9.13 eV

```
16
C2H8N6 (the ωB97M-V functional and the def2-TZVPD basis)
N 1.4931 0.3126 -0.2700
N -1.8539 -0.9544 -1.0933
N -0.6981 -0.0612 -1.4231
N 2.1116 -0.2310 -1.4975
N 0.7751 0.7757 2.6479
N -0.7680 0.5143 0.7827
C 0.1599 0.1949 -0.3160
C -0.5064 0.6082 2.2726
H 1.1744 1.4046 1.4199
H 2.7670 0.5324 -2.1723
H -1.2750 0.1714 3.2979
H -1.8162 0.1779 0.3459
H -2.7433 -0.4175 -0.5387
H -1.6503 -1.7820 -0.5109
H 2.9462 -0.5913 -1.0128
H -0.1163 -0.6546 -1.9322
```



Energies relative to the minimum, kcal/mol: model w 0.0; model x 104.2



Model w:
A cluster of 3 separate species, C4H12NO in total, computed with the ωB97M-V functional and the def2-TZVPD basis.

charge: +1
molar mass: 90.15 g/mol
2S+1: 1
HOMO-LUMO gap: 9.25 eV

```
18
C4H12NO (the ωB97M-V functional and the def2-TZVPD basis)
O -1.6583 0.4834 1.9006
N -0.1390 1.8119 -0.4047
C -0.2412 -2.3733 -0.1310
C 0.5108 -1.2781 0.0115
C 0.9573 -0.3729 -1.1791
C 1.1066 1.1101 -0.7644
H -0.8256 1.2213 0.8266
H -2.4418 -0.0411 2.0859
H 0.1751 -0.4372 -1.9457
H 1.9533 -0.7405 -1.5212
H 1.5251 1.6788 -1.6130
H 1.7152 1.0795 0.1141
H 1.2370 -1.1939 0.8197
H -1.3322 0.5934 2.8100
H -0.4351 -2.9034 -1.0731
H -0.6672 -2.9594 0.7824
H 0.1251 2.6876 0.0275
H -0.7604 1.9538 -1.2004
```



Model x:
The ion C4H12NO with charge +1, computed with the ωB97M-V functional and the def2-TZVPD basis.

SMILES: C[C@H](O)[C@@H](C)[NH3+]
charge: +1
molar mass: 90.15 g/mol
2S+1: 1
HOMO-LUMO gap: 11.39 eV

```
18
C4H12NO (the ωB97M-V functional and the def2-TZVPD basis)
O -1.3185 0.6354 1.4346
N -1.1180 -0.8731 -0.8320
C 0.8455 0.5376 -1.6452
C 0.8980 -0.3237 1.4756
C -0.2913 0.4001 -0.6526
C -0.0224 0.6250 0.8087
H 1.0509 1.5725 -1.8551
H 0.2975 1.7098 0.8832
H 1.5212 0.1404 2.2922
H 0.3654 -1.1765 2.0160
H 1.7690 -0.8261 0.9456
H -0.4484 -1.6107 -1.1392
H 1.6680 -0.0327 -1.2384
H -1.3981 -1.3069 0.0776
H -1.1065 1.1556 -0.8095
H -2.0337 -0.8147 -1.3361
H 0.6135 0.1488 -2.6183
H -1.2922 0.0392 2.1927
```



Energies relative to the minimum, kcal/mol: model w 43.8; model x 0.0



Model w:
The ion C4H12NO with charge +1, computed with the ωB97M-V functional and the def2-TZVPD basis.

SMILES: C[C@@H]([NH3+])CCO
charge: +1
molar mass: 90.15 g/mol
2S+1: 1
HOMO-LUMO gap: 11.94 eV

```
18
C4H12NO (the ωB97M-V functional and the def2-TZVPD basis)
O 1.7806 -0.7794 -0.7084
N 0.3948 0.0855 1.3977
C -0.4908 -0.0835 -0.9527
C -0.7364 0.5125 0.3912
C -2.0345 0.2330 1.1348
C 0.9446 0.0695 -1.4639
H -1.0782 0.4969 -1.6779
H 0.9756 -0.6347 0.9228
H -2.0942 0.9555 1.9426
H -2.8536 0.6022 0.5035
H -0.5434 1.5752 0.2178
H 1.1854 1.1354 -1.3564
H 2.5125 -1.2282 -1.1486
H 1.0948 0.8257 1.4451
H 0.1126 -0.0942 2.3573
H -0.9133 -1.0790 -1.1162
H 0.9614 -0.1262 -2.5348
H -2.2437 -0.7795 1.4554
```



Model x:
A cluster of 2 separate species, C4H12NO in total, computed with the ωB97M-V functional and the def2-TZVPD basis.

charge: +1
molar mass: 90.15 g/mol
2S+1: 1
HOMO-LUMO gap: 12.93 eV

```
18
C4H12NO (the ωB97M-V functional and the def2-TZVPD basis)
O 1.4636 2.5132 0.6027
N -0.4259 0.2625 0.6930
C 0.6596 -0.7906 0.5717
C 0.5207 -0.9748 -0.9370
C -0.9472 -1.3525 -1.0781
C -1.6279 -0.4159 -0.0009
H 1.6259 -0.3639 0.8221
H -0.6171 0.6742 1.6046
H 0.3926 -1.6992 1.0980
H -2.2430 0.3933 -0.3768
H 1.1564 -1.6650 -1.4887
H 1.3577 3.3325 0.1176
H -0.0862 0.9636 0.0450
H -1.3225 -1.2387 -2.0891
H 0.7214 -0.0169 -1.4308
H -1.2181 -2.3306 -0.6897
H -2.1805 -0.9790 0.7422
H 2.0606 2.0244 0.0187
```



Model y:
A cluster of 2 separate species, C4H12NO in total, computed with the ωB97M-V functional and the def2-TZVPD basis.

charge: +1
molar mass: 90.15 g/mol
2S+1: 1
HOMO-LUMO gap: 12.39 eV

```
18
C4H12NO (the ωB97M-V functional and the def2-TZVPD basis)
O 2.9029 0.0183 -0.6678
N -0.2184 1.0762 -0.3574
C -1.2328 0.9540 0.7269
C -0.3161 -1.2269 0.0739
C -0.2258 -0.2639 -1.0803
C -1.2054 -0.5417 1.1391
H 3.2294 0.4559 0.1342
H -0.6899 -2.2078 -0.2050
H 0.7140 1.2106 -0.0078
H 0.6658 -1.4007 0.5254
H -1.1454 -0.2785 -1.6643
H -0.4197 1.8167 -1.0256
H -2.2239 -0.9200 1.0478
H -2.1971 1.2448 0.3205
H -0.8628 -0.6955 2.1569
H 3.6012 -0.6099 -0.8830
H 0.6257 -0.2933 -1.7521
H -1.0017 1.6621 1.5185
```



Energies relative to the minimum, kcal/mol: model w 12.4; model x 10.0; model y 0.0